[1]
Density functional theory data (wB97M-V/def2-TZVPD) for a 2-piece molecular cluster, C3H9NO overall.

Structure (XYZ):
```
14
Properties=species:S:1:pos:R:3:lowdin_charge:R:1
C 1.552 -0.480 0.271 -0.181
O 2.033 0.538 -0.559 -0.089
H 1.702 1.388 -0.251 0.085
H 2.044 -1.413 0.008 0.091
H 1.668 -0.279 1.347 0.100
H -0.006 -0.475 0.674 0.121
C -1.654 0.921 0.101 -0.183
C -0.359 -1.001 -0.387 -0.193
N -1.374 -0.476 0.409 -0.167
H -1.831 1.091 -0.973 0.074
H -2.547 1.228 0.646 0.066
H -0.848 1.614 0.405 0.065
H -0.130 -0.578 -1.374 0.108
H -0.251 -2.080 -0.318 0.103
```

Results
- net charge = 0
- energy relative to the best compared isomer or geometry (same formula, charge and spin) (kcal/mol) = 134.8
- 2S+1 = 1



[2]
Density functional theory data (wB97M-V/def2-TZVPD) for C6H18InO3S3 as an isolated structure in a non-equilibrium geometry.

Structure (XYZ):
```
31
Properties=species:S:1:pos:R:3:lowdin_charge:R:1
In 5.913 11.051 -46.606 0.999
C 10.502 17.555 -50.702 -0.233
S 8.708 17.695 -50.617 1.026
O 8.233 16.818 -49.439 -0.424
C 8.769 19.543 -50.129 -0.159
H 10.738 18.115 -51.607 0.071
H 10.825 16.544 -50.951 0.073
H 11.050 17.948 -49.846 0.082
H 7.762 19.820 -49.815 0.059
H 9.101 20.142 -50.977 0.072
H 9.474 19.736 -49.321 0.070
C 2.308 19.179 -46.312 -0.183
S 1.672 17.789 -45.273 1.029
O 2.770 16.777 -45.031 -0.402
C 1.520 18.714 -43.686 -0.202
H 3.084 19.636 -45.698 0.070
H 1.559 19.932 -46.556 0.080
H 2.712 18.786 -47.245 0.066
H 1.079 18.103 -42.897 0.069
H 0.994 19.667 -43.738 0.079
H 2.447 18.960 -43.169 0.079
C 11.422 7.567 -40.129 -0.178
S 12.008 8.676 -41.517 1.041
O 10.779 9.427 -42.105 -0.418
C 12.745 9.877 -40.309 -0.194
H 10.953 6.682 -40.559 0.068
H 10.737 8.145 -39.509 0.073
H 12.310 7.283 -39.562 0.074
H 13.566 9.453 -39.730 0.076
H 11.954 9.988 -39.568 0.062
H 13.072 10.815 -40.758 0.073
```

Results
- net charge = +3
- energy relative to the best compared isomer or geometry (same formula, charge and spin) (kcal/mol) = 11.6
- 2S+1 = 1



[3]
Density functional theory data (wB97M-V/def2-TZVPD) for an isolated molecule of C9H8Si in a non-equilibrium geometry.

Structure (XYZ):
```
18
Properties=species:S:1:pos:R:3:lowdin_charge:R:1
C 3.282 -3.073 0.437 -0.123
C 2.497 -2.124 0.655 -0.429
C -2.242 0.336 -1.750 -0.073
C -0.985 0.191 -2.317 -0.076
C -2.407 0.188 -0.384 -0.080
C 0.101 -0.104 -1.517 -0.107
C -1.318 -0.104 0.418 -0.112
C -0.050 -0.251 -0.137 -0.332
C 1.803 1.044 2.316 -0.116
Si 1.454 -0.700 0.892 0.947
H -3.093 0.563 -2.375 0.107
H -0.854 0.307 -3.382 0.108
H -3.387 0.299 0.056 0.106
H 1.080 -0.226 -1.958 0.103
H -1.457 -0.224 1.484 0.101
H 2.315 1.822 1.765 -0.005
H 0.843 1.388 2.677 -0.010
H 2.418 0.669 3.122 -0.010
```

Results
- net charge = 0
- energy relative to the best compared isomer or geometry (same formula, charge and spin) (kcal/mol) = 4.3
- 2S+1 = 1



[4]
Density functional theory data (wB97M-V/def2-TZVPD) for an isolated molecule of C4H7N3 in a non-equilibrium geometry.

Structure (XYZ):
```
14
Properties=species:S:1:pos:R:3:lowdin_charge:R:1
C 0.865 -1.614 0.425 -0.071
C 0.604 -0.196 0.469 -0.347
N 1.510 0.688 0.844 0.069
N 0.978 1.811 0.736 -0.111
N -0.180 1.809 0.108 0.088
C -0.481 0.533 -0.062 -0.320
C -1.600 0.186 -0.962 -0.070
H 0.124 -2.197 1.072 0.098
H 0.735 -2.109 -0.584 0.084
H 1.987 -1.838 0.649 0.109
H 1.496 2.699 1.048 0.202
H -2.511 -0.421 -0.448 0.118
H -2.107 1.070 -1.383 0.065
H -1.420 -0.421 -1.912 0.088
```

Results
- net charge = 0
- energy relative to the best compared isomer or geometry (same formula, charge and spin) (kcal/mol) = 30.7
- 2S+1 = 1
- SMILES string = Cc1n[nH]nc1C



[5]
Density functional theory data (wB97M-V/def2-TZVPD) for an isolated ion of composition C4H11N2O and charge +1 in a non-equilibrium geometry.

Structure (XYZ):
```
18
Properties=species:S:1:pos:R:3:lowdin_charge:R:1
C 0.120 -0.098 2.842 -0.028
N -0.682 -0.919 1.916 0.049
C -0.615 -0.840 0.586 -0.469
O -1.347 -1.521 -0.133 0.050
C 0.185 0.228 -0.140 -0.017
N 0.245 -0.222 -1.593 -0.002
C 0.300 0.938 -2.558 0.003
H 0.784 0.581 2.324 0.074
H -0.603 0.503 3.402 0.101
H 0.717 -0.815 3.410 0.099
H -1.317 -1.564 2.356 0.161
H -0.306 1.206 -0.223 0.150
H 1.270 0.379 0.015 0.151
H -0.665 -0.620 -1.890 0.167
H 0.995 -0.892 -1.802 0.191
H 0.668 0.561 -3.503 0.104
H 0.932 1.776 -2.240 0.112
H -0.681 1.321 -2.768 0.105
```

Results
- net charge = +1
- energy relative to the best compared isomer or geometry (same formula, charge and spin) (kcal/mol) = 33.9
- 2S+1 = 1
- SMILES string = CNC(=O)C[NH2+]C



[6]
Density functional theory data (wB97M-V/def2-TZVPD) for C34H34As2Br2N5OSeTeTi as an isolated structure.

Structure (XYZ):
```
81
Properties=species:S:1:pos:R:3:lowdin_charge:R:1
Ti 0.355 -0.345 0.043 0.738
Se 6.265 0.723 4.956 1.226
N 4.701 1.533 4.748 -0.207
C 4.104 0.959 3.736 -0.338
C 2.781 1.337 3.261 -0.061
C 2.029 2.349 3.862 0.057
C 0.778 2.644 3.365 -0.001
C 0.304 1.923 2.277 -0.167
N 1.009 0.957 1.690 0.008
C 2.236 0.656 2.172 -0.123
C 2.982 -0.410 1.504 -0.123
N 2.404 -1.003 0.437 0.021
C 3.042 -1.993 -0.183 -0.077
C 4.295 -2.440 0.215 0.005
C 4.906 -1.829 1.288 0.054
C 4.248 -0.791 1.951 -0.061
C 4.827 -0.098 3.092 -0.337
N 6.006 -0.374 3.586 -0.206
H 2.445 2.878 4.709 0.135
H 0.163 3.417 3.803 0.128
H -0.682 2.109 1.873 0.063
H 2.527 -2.445 -1.021 0.117
H 4.770 -3.251 -0.317 0.127
H 5.885 -2.135 1.635 0.135
C 1.029 -0.923 -3.549 -0.026
C 0.238 -2.009 -2.892 -0.289
C -0.170 -3.117 -3.660 0.015
C -0.829 -4.161 -3.078 0.017
C -1.088 -4.130 -1.694 -0.174
C -1.684 -5.184 -0.951 -0.610
Br -2.258 -6.750 -1.825 0.857
C -1.833 -5.082 0.401 -0.138
C -1.429 -3.916 1.081 -0.584
Br -1.649 -3.807 2.940 0.846
C -0.899 -2.854 0.395 -0.374
O -0.510 -1.704 0.965 -0.275
C -0.691 -2.972 -1.000 -0.155
N -0.044 -1.914 -1.598 0.076
H 1.503 -1.292 -4.456 0.101
H 1.809 -0.562 -2.878 0.046
H 0.384 -0.086 -3.824 0.077
H 0.066 -3.130 -4.715 0.128
H -1.135 -5.019 -3.661 0.097
H -2.266 -5.895 0.967 0.109
C -3.379 -0.446 -0.876 -0.244
As -1.966 0.862 -0.650 1.131
C -2.878 2.345 0.215 -0.261
C -1.711 1.614 -2.423 -0.415
C -2.782 1.745 -3.302 -0.085
C -2.609 2.357 -4.535 -0.046
C -1.365 2.860 -4.890 -0.046
C -0.293 2.737 -4.018 -0.095
C -0.457 2.108 -2.787 -0.440
As 1.048 1.861 -1.582 1.119
C 2.605 2.092 -2.726 -0.267
C 1.063 3.545 -0.606 -0.260
H -4.326 0.043 -1.095 0.042
H -3.473 -1.015 0.049 0.029
H -3.113 -1.118 -1.691 0.039
H -3.764 2.593 -0.368 0.047
H -2.219 3.212 0.237 0.026
H -3.158 2.061 1.228 -0.010
H -3.762 1.370 -3.032 0.105
H -3.445 2.447 -5.214 0.119
H -1.228 3.347 -5.845 0.120
H 0.672 3.133 -4.310 0.104
H 2.767 3.151 -2.919 0.044
H 2.458 1.572 -3.669 0.029
H 3.481 1.683 -2.225 0.035
H 1.095 4.367 -1.319 0.047
H 1.933 3.592 0.048 0.039
H 0.158 3.630 -0.006 0.010
C -2.824 1.417 5.060 -0.444
Te -2.402 -0.035 3.551 1.130
C -4.364 -0.868 3.517 -0.441
H -3.494 2.191 4.699 0.004
H -1.878 1.857 5.369 -0.015
H -3.264 0.905 5.911 0.005
H -4.670 -1.069 4.540 0.009
H -4.311 -1.810 2.974 -0.021
H -5.070 -0.197 3.038 0.003
```

Results
- net charge = +2
- energy relative to the best compared isomer or geometry (same formula, charge and spin) (kcal/mol) = 0.0
- 2S+1 = 2



[7]
Density functional theory data (wB97M-V/def2-TZVPD) for C15H40F11N3O22S5Y as an isolated structure in a non-equilibrium geometry.

Structure (XYZ):
```
97
Properties=species:S:1:pos:R:3:lowdin_charge:R:1
Y -0.385 -16.190 -9.145 1.631
C 1.476 -11.748 -9.728 -0.633
F 0.372 -11.283 -9.010 0.056
F 1.050 -12.033 -10.950 0.118
F 2.483 -10.917 -9.793 0.159
S 2.066 -13.356 -8.850 0.583
O 0.979 -14.311 -9.100 -0.449
O 3.292 -13.729 -9.526 -0.284
O 2.245 -12.996 -7.379 -0.328
C 2.482 -18.107 -5.566 -0.628
F 2.651 -19.042 -6.473 0.135
F 1.368 -18.300 -4.888 0.131
F 3.543 -18.098 -4.674 0.083
S 2.265 -16.417 -6.398 0.479
O 2.215 -15.305 -5.459 -0.304
O 3.444 -16.386 -7.225 -0.298
O 1.045 -16.439 -7.163 -0.408
C -1.909 -20.164 -6.991 -0.613
F -2.214 -20.400 -8.299 0.097
F -2.792 -20.783 -6.194 0.120
F -0.642 -20.467 -6.758 0.138
S -2.118 -18.256 -6.653 0.546
O -1.186 -17.665 -7.611 -0.462
O -3.503 -17.938 -7.065 -0.352
O -1.796 -18.189 -5.248 -0.285
N 1.304 -17.291 -10.105 -0.411
S 2.393 -16.967 -11.062 0.359
O 2.442 -17.674 -12.329 -0.333
O 3.605 -16.267 -10.656 -0.268
F 1.643 -15.721 -11.672 -0.242
S 1.814 -18.947 -10.016 0.547
O 3.153 -19.294 -9.543 -0.312
O 1.089 -19.803 -10.941 -0.343
F 0.942 -19.268 -8.709 -0.216
O -0.973 -14.979 -11.077 -0.086
H -1.210 -14.063 -11.220 0.085
H -1.064 -15.388 -11.938 0.079
O -1.716 -17.521 -10.555 -0.084
H -2.572 -17.276 -10.905 0.084
H -1.399 -18.200 -11.151 0.011
O -1.284 -19.560 -12.196 -0.041
H -0.497 -19.953 -11.819 0.004
H -1.313 -19.895 -13.093 0.058
C 3.129 -21.885 -12.881 -0.191
C 3.286 -23.339 -13.517 -0.235
O 2.487 -24.080 -12.667 -0.093
O 3.797 -21.837 -11.602 -0.089
H 2.103 -21.578 -12.679 0.106
H 3.671 -21.188 -13.521 0.113
H 4.277 -23.778 -13.404 0.111
H 2.916 -23.365 -14.542 0.106
H 2.638 -23.656 -11.819 0.039
H 4.275 -21.025 -11.421 0.082
C 6.392 -19.264 -8.049 -0.222
C 6.921 -17.761 -7.890 -0.191
O 8.027 -17.383 -8.777 -0.099
O 6.074 -19.332 -9.415 -0.066
H 5.479 -19.253 -7.453 0.097
H 7.103 -20.011 -7.695 0.108
H 7.042 -17.532 -6.831 0.098
H 6.191 -17.004 -8.174 0.110
H 8.280 -16.475 -8.595 0.063
H 5.147 -19.114 -9.299 0.033
C -0.834 -16.682 -17.787 -0.072
C 0.521 -15.938 -17.797 -0.394
C 1.263 -15.890 -16.439 -0.168
O 0.671 -14.755 -15.756 -0.235
C 1.452 -14.199 -14.666 -0.070
N 1.444 -16.648 -18.739 0.005
H -1.254 -16.938 -18.760 0.069
H -1.478 -16.318 -16.987 0.072
H -0.728 -17.677 -17.354 0.065
H 0.536 -14.945 -18.247 0.130
H 2.342 -15.745 -16.496 0.121
H 0.995 -16.803 -15.908 0.121
H 1.871 -13.305 -15.130 0.087
H 2.011 -14.916 -14.065 0.086
H 0.705 -13.875 -13.942 0.066
H 1.223 -17.633 -18.703 0.055
H 1.275 -16.329 -19.682 0.053
C 1.138 -23.207 -9.333 -0.045
C 2.397 -23.321 -8.445 -0.361
C 2.223 -22.785 -6.972 -0.163
O 3.494 -22.780 -6.297 -0.188
C 4.312 -21.667 -6.572 -0.124
N 2.749 -24.781 -8.394 0.024
H 0.271 -23.856 -9.213 0.076
H 1.500 -23.197 -10.361 0.050
H 0.680 -22.218 -9.303 0.064
H 3.172 -22.790 -8.998 0.124
H 1.479 -23.393 -6.457 0.118
H 1.788 -21.786 -6.965 0.102
H 4.648 -21.110 -5.697 0.080
H 3.793 -20.945 -7.203 0.065
H 5.283 -21.996 -6.942 0.082
H 3.458 -25.057 -7.729 0.053
H 1.898 -25.235 -8.093 0.046
```

Results
- electronic energy (eV) = -150830.1787
- net charge = -2
- 2S+1 = 2